1.
# C5H6O3

A single C5H6O3 molecule in a non-equilibrium geometry (ωB97M-V/def2-TZVPD, the OMol25 dataset).

Summary:
Charge: 0
E_LUMO: 0.5 eV
Energy relative to the best compared isomer or geometry (same formula, charge and spin): 314.31 kJ/mol
DFT total energy: -419.7197 Eh
HOMO level: -9.6 eV

Element x y z (Å)
C 1.068826 1.888053 -0.468806
C 0.025974 -0.128962 -0.411998
C -0.928513 -0.951419 -0.983239
C -1.460345 -1.830504 0.216668
C 0.165631 -0.431206 1.003356
H 1.677219 1.684071 0.176385
H 1.766960 2.624427 -0.908751
H 0.159714 2.324381 -0.135945
H -1.360136 -1.226205 -1.873302
H 1.249944 -0.935718 1.181970
H -0.029041 0.353665 1.542781
O 0.789932 0.614603 -1.163396
O -2.315084 -2.584272 0.363051
O -0.811079 -1.400915 1.461225

Cartesian forces, eV/Å:
-4.069 1.563 -6.804
-3.470 -3.951 -3.306
1.046 -0.690 5.910
2.791 4.038 0.739
3.023 -5.570 -0.003
5.858 -2.773 8.495
-1.133 -0.391 -1.679
-0.626 0.483 0.233
-0.361 0.159 -2.273
-2.196 1.581 -0.209
-0.210 4.581 3.412
1.307 3.012 -0.280
-2.759 -2.823 -0.769
0.799 0.781 -3.467

---

2.
# C6H12N2O

2 unconnected molecules or ions with the total composition C6H12N2O in a non-equilibrium geometry (ωB97M-V/def2-TZVPD, the OMol25 dataset).

Summary:
Charge: 0
E_LUMO: 0.5 eV
Energy relative to the best compared isomer or geometry (same formula, charge and spin): 404.53 kJ/mol
DFT total energy: -420.4298 Eh
HOMO level: -8.4 eV

Element x y z (Å)
C 0.837628 -1.481948 -1.461432
C 1.649630 -0.274386 1.268591
C 0.287675 -0.082777 -1.332317
C 1.046110 0.595889 0.213329
N 1.357861 1.801998 0.086485
O 0.250707 0.784924 -2.191351
H 0.956199 2.215178 -0.765374
H 1.925666 -1.473252 -1.435916
H 0.498782 -1.907083 -2.406718
H 0.454959 -2.076144 -0.631299
H 0.973988 -1.079166 1.550807
H 2.577145 -0.709013 0.894283
H 1.895335 0.324553 2.145249
C -2.117706 1.228538 0.391628
C -1.354165 -0.050138 0.353830
N -1.322641 -1.072482 1.071590
H -1.912974 -1.032483 1.900784
H -1.075558 -0.329217 -0.882750
H -1.654923 1.953097 -0.280517
H -2.119835 1.617008 1.410998
H -3.153882 1.046906 0.100100

Cartesian forces, eV/Å:
-1.494 -0.467 -0.317
-0.251 -0.106 0.181
4.596 2.386 1.663
-0.223 -0.439 -2.493
-0.135 0.491 0.522
-1.007 -0.914 0.347
0.017 -0.305 -0.027
-0.066 0.342 0.046
0.107 -0.162 -0.005
0.141 -0.160 -0.050
0.125 -0.043 0.049
-0.002 -0.014 -0.062
-0.012 0.019 -0.027
0.436 0.235 0.403
-1.506 -1.663 -2.876
-0.255 -0.078 -0.231
0.431 0.408 0.364
-0.897 0.414 2.648
-0.145 0.003 0.066
0.029 0.124 -0.043
0.112 -0.069 -0.159

---

3.
# C11H29N2O3P

2 unconnected molecules or ions with the total composition C11H29N2O3P (ωB97M-V/def2-TZVPD, the OMol25 dataset).

Summary:
Charge: 0
E_LUMO: 0.6 eV
Energy relative to the best compared isomer or geometry (same formula, charge and spin): 0.00 kJ/mol
DFT total energy: -1113.0286 Eh
HOMO level: -7.5 eV

Element x y z (Å)
C 1.068232 -0.750942 0.929819
C 1.694663 -1.279497 -0.354905
C 0.999294 -0.925481 -1.699674
P -0.574161 0.042454 -1.586682
C -1.696173 -1.524498 -1.684629
C -3.127344 -1.144735 -1.337200
O -3.407723 -1.426441 0.030376
C -3.875000 -0.322394 0.776296
C -5.251743 0.181879 0.333411
C 0.364291 1.718087 -1.534004
C -0.437665 2.921420 -1.054042
C 0.425925 4.171331 -0.917278
O -1.129094 2.674831 0.171273
H 0.048611 -1.112460 1.073529
H 1.070188 0.339092 0.972076
H 1.660647 -1.093994 1.779663
H 1.738974 -2.364685 -0.278649
H 2.721265 -0.924812 -0.399309
H 1.680657 -0.358985 -2.334438
H 0.763872 -1.844016 -2.235675
H -1.179683 0.317668 -0.342743
H -1.260198 0.518591 -2.746176
H -1.663105 -1.919221 -2.704704
H -1.358417 -2.293861 -0.987249
H -3.835289 -1.701454 -1.953807
H -3.287430 -0.072752 -1.523044
H -3.918762 -0.666788 1.808408
H -3.149790 0.497808 0.737583
H -5.747436 -0.571342 -0.276736
H -5.880967 0.402600 1.193581
H -5.177909 1.093423 -0.260068
H 1.303397 1.638851 -0.972562
H 0.655271 1.913838 -2.573348
H -1.220499 3.137268 -1.786052
H -0.147784 4.960857 -0.435014
H 1.297298 3.944546 -0.297529
H 0.785982 4.511832 -1.887146
H -0.499936 2.321822 0.802431
C 4.813691 -1.793678 2.448710
O 4.507584 -1.603182 1.285674
N 5.870364 -1.158503 3.041528
N 4.120642 -2.657560 3.253110
H 6.138501 -1.301113 3.995996
H 6.396202 -0.520561 2.475005
H 3.347197 -3.145148 2.842173
H 4.353362 -2.830095 4.212024

Cartesian forces, eV/Å:
0.073 -0.096 0.145
-0.117 0.174 -0.105
-0.089 -0.018 -0.157
-0.173 -0.316 0.149
-0.027 0.250 -0.078
0.106 -0.108 0.073
0.195 -0.017 0.018
-0.159 0.123 0.117
0.092 0.119 -0.091
0.065 0.079 -0.167
0.170 0.100 -0.206
0.002 -0.211 0.108
-0.208 0.040 -0.080
-0.040 0.055 -0.023
-0.080 0.029 -0.042
0.023 0.003 0.002
0.105 -0.047 -0.006
0.076 -0.119 0.050
0.019 0.054 0.032
-0.027 0.000 -0.020
0.051 0.091 0.040
-0.019 0.071 -0.007
0.128 -0.104 -0.009
0.013 -0.101 -0.022
-0.126 0.064 -0.044
-0.070 0.028 -0.117
0.016 -0.095 0.014
0.049 0.022 -0.004
-0.070 -0.096 0.075
-0.054 0.005 0.026
-0.008 -0.014 -0.046
-0.049 -0.015 0.167
0.114 -0.003 -0.004
-0.172 -0.085 0.084
-0.004 0.103 -0.064
0.013 0.064 0.035
-0.001 0.034 -0.052
0.187 -0.066 0.198
-0.010 -0.014 0.018
0.007 0.010 -0.002
-0.016 -0.007 0.012
0.010 0.026 0.014
-0.008 -0.013 0.004
-0.002 0.004 -0.016
0.001 -0.007 -0.017
0.013 0.004 0.001

---

4.
# C27H27BiF5N3S4

A molecular structure, C27H27BiF5N3S4 (ωB97M-V/def2-TZVPD, the OMol25 dataset).

Summary:
Charge: 0
E_LUMO: -0.3 eV
Energy relative to the best compared isomer or geometry (same formula, charge and spin): 8.64 kJ/mol
DFT total energy: -3515.9735 Eh
HOMO level: -6.7 eV

Element x y z (Å)
Bi 0.580596 0.713159 0.258065
C -2.210796 -2.769261 -0.182197
C -3.335093 -1.862910 0.336667
S -2.943700 -0.094486 0.457806
C -3.421549 0.216150 2.174539
C -2.631569 -0.520718 3.261879
S -0.840516 -0.295928 3.137361
C -0.224337 -1.994658 3.229323
C -0.782467 -3.006483 2.228438
S -0.545024 -2.549628 0.486352
H -2.084262 -2.631478 -1.257049
H -2.493707 -3.809770 -0.021186
H -3.667314 -2.194879 1.320866
H -4.185738 -1.955872 -0.336920
H -4.480607 -0.014634 2.278699
H -3.314100 1.295812 2.288365
H -2.846779 -1.590275 3.237498
H -2.945184 -0.149586 4.236171
H -0.391584 -2.366118 4.241103
H 0.853647 -1.873208 3.097278
H -1.848558 -3.174204 2.383120
H -0.281069 -3.959282 2.391674
F 7.328613 0.063228 -0.464083
C 6.178242 0.229731 0.179002
C 5.109156 -0.594860 -0.086622
F 5.224488 -1.561159 -0.999657
C 3.922963 -0.402488 0.585761
F 2.894736 -1.213814 0.266791
C 3.740610 0.592587 1.533759
S 2.225303 0.822536 2.389164
C 4.838153 1.409524 1.768277
F 4.755798 2.397478 2.654166
C 6.039317 1.235446 1.110754
F 7.068429 2.037228 1.365100
N 0.473008 -0.910453 -4.425238
C -0.009958 -1.105004 -3.167918
N -0.317815 0.007068 -2.556334
C -0.022373 1.022232 -3.485879
C -0.158812 2.408580 -3.386504
C 0.252223 3.176232 -4.457707
C 0.776165 2.590311 -5.623008
C 0.893015 1.220822 -5.749739
C 0.480027 0.458180 -4.658682
H 0.768320 -1.627652 -5.060950
H -0.094435 -2.098581 -2.736517
H -0.558394 2.864388 -2.488993
H 0.182518 4.255459 -4.391981
H 1.096081 3.228723 -6.439048
H 1.286167 0.765161 -6.651858
C 3.209953 2.691513 -2.231294
C 2.471977 3.887866 -1.709461
C 2.808649 5.169000 -2.132342
C 2.124337 6.291409 -1.681508
C 1.076464 6.124233 -0.787434
C 0.701450 4.865369 -0.334767
C -0.428283 4.683166 0.640219
C 1.404835 3.728526 -0.787132
N 1.004033 2.482513 -0.367361
H 4.001435 2.995231 -2.917307
H 2.533024 2.011454 -2.762262
H 3.663024 2.121976 -1.416914
H 3.628182 5.285449 -2.841074
H 2.408769 7.282474 -2.021769
H 0.530284 6.992204 -0.426330
H -0.934988 5.629374 0.831100
H -0.062604 4.285620 1.594479
H -1.162775 3.965458 0.262926

Cartesian forces, eV/Å:
-0.026 0.105 0.100
-0.028 0.113 0.043
0.152 -0.033 -0.008
0.067 -0.045 -0.007
0.143 -0.018 0.028
-0.032 -0.004 -0.185
0.043 0.063 0.012
-0.032 -0.039 -0.089
0.050 0.110 -0.008
-0.033 0.016 0.053
-0.010 0.038 0.008
-0.102 -0.041 -0.094
0.015 0.003 -0.028
-0.053 -0.137 -0.002
-0.091 0.032 0.088
0.021 0.005 0.039
-0.018 0.088 0.015
-0.111 -0.010 0.036
0.030 -0.065 0.014
-0.034 -0.009 0.001
0.025 -0.005 0.015
-0.006 -0.055 0.080
0.218 -0.032 -0.114
0.085 0.011 -0.030
-0.085 -0.123 -0.118
-0.009 -0.090 -0.069
-0.049 -0.027 -0.051
-0.080 -0.160 -0.029
-0.231 0.047 -0.024
-0.006 -0.174 0.136
0.015 0.073 0.068
0.003 0.111 0.108
-0.008 0.075 0.064
0.161 0.136 0.055
-0.024 0.050 -0.083
0.061 0.193 0.102
0.077 0.148 -0.266
-0.162 -0.170 0.221
-0.096 0.039 0.071
-0.024 -0.031 0.029
0.005 0.031 0.011
-0.011 -0.083 -0.013
0.080 -0.236 0.021
0.032 -0.051 -0.022
0.037 0.201 -0.095
0.072 -0.048 -0.050
0.003 -0.056 0.001
-0.032 -0.049 0.059
-0.016 0.036 0.075
-0.073 -0.062 -0.017
-0.196 0.045 0.129
0.007 -0.021 -0.004
0.046 -0.013 -0.026
-0.060 0.018 0.009
0.032 -0.027 0.069
0.053 0.019 0.029
-0.074 -0.249 0.030
0.346 0.581 -0.569
-0.023 -0.006 0.010
0.062 0.046 0.055
0.030 -0.076 0.081
-0.124 -0.036 0.124
-0.046 -0.119 0.040
0.042 -0.078 -0.027
0.019 -0.001 0.004
-0.026 0.021 -0.095
0.001 0.025 -0.007

---

HOMO-LUMO gap for the records above, in order: 10.073, 8.899, 8.119, 6.487 eV